Entry 1:
ORCA calculation (ωB97M-V/def2-TZVPD) on a structure of composition C40H55BrF4FeNPSbSeSi3.

Element x y z (Å)
Fe -0.4208 -1.4614 -0.4980
C -1.0885 -5.2038 -0.7902
C -1.5939 -3.8353 -0.4126
C -1.3116 -3.2601 0.8445
C -0.4381 -3.9702 1.8539
C -1.9468 -2.0476 1.2311
C -1.7130 -1.4967 2.6178
C -2.8412 -1.4140 0.3482
C -3.6194 -0.2028 0.7880
C -3.0124 -1.9224 -0.9548
C -3.8655 -1.1946 -1.9568
C -2.4166 -3.1386 -1.3223
C -2.7487 -3.7176 -2.6722
H -1.9403 -5.8780 -0.9083
H -0.4343 -5.6407 -0.0461
H -0.5489 -5.1953 -1.7373
H 0.1196 -3.2761 2.4782
H 0.2814 -4.6383 1.3920
H -1.0574 -4.5734 2.5239
H -2.1987 -2.1158 3.3771
H -2.0854 -0.4812 2.7223
H -0.6527 -1.4750 2.8682
H -3.0284 0.7121 0.6752
H -3.9229 -0.2918 1.8287
H -4.5249 -0.0817 0.1997
H -4.8793 -1.6069 -1.9736
H -3.4585 -1.2927 -2.9617
H -3.9351 -0.1318 -1.7478
H -2.3286 -3.1109 -3.4760
H -3.8295 -3.7289 -2.8192
H -2.3880 -4.7330 -2.7938
F 6.1754 0.9229 -0.3091
C 5.1003 0.2766 -0.7028
C 5.0250 -0.2459 -1.9809
F 6.0368 -0.1075 -2.8094
C 3.8820 -0.9251 -2.3734
F 3.8742 -1.4523 -3.5904
C 2.7862 -1.0842 -1.5358
P 1.3648 -2.1249 -2.0274
C 2.1164 -3.7655 -2.0710
C 2.6434 -4.3474 -3.2208
C 3.2757 -5.5805 -3.1367
C 3.4037 -6.2213 -1.9122
C 2.9030 -5.6304 -0.7584
C 2.2562 -4.4089 -0.8406
C 0.8855 -1.6186 -3.6891
C 0.3528 -2.5496 -4.5777
C -0.1511 -2.1284 -5.8006
C -0.1391 -0.7808 -6.1310
C 0.3798 0.1504 -5.2408
C 0.8901 -0.2646 -4.0215
C 2.8993 -0.5515 -0.2541
Br 1.5070 -0.6633 1.0469
C 4.0319 0.1135 0.1652
F 4.1238 0.6129 1.3955
H 2.5716 -3.8459 -4.1774
H 3.6782 -6.0358 -4.0319
H 3.9012 -7.1808 -1.8546
H 3.0165 -6.1235 0.1985
H 1.8712 -3.9430 0.0613
H 0.3416 -3.6051 -4.3316
H -0.5474 -2.8569 -6.4967
H -0.5301 -0.4558 -7.0862
H 0.3851 1.2023 -5.4940
H 1.2853 0.4719 -3.3315
Se -2.1356 2.3110 -2.8721
C -1.3492 1.1221 -1.8606
N -0.8255 0.3144 -1.1760
C -2.3607 5.7131 3.0219
Si -2.6460 4.1013 2.1417
C -3.1097 4.3238 0.3584
C -3.8094 3.0011 3.0916
Sb -0.3109 2.9574 2.1237
Si 0.6563 2.5135 4.4934
C -0.1624 0.9905 5.1719
C 2.4870 2.2849 4.3033
C 0.1992 4.0387 5.4494
Si 1.2471 4.3158 0.5417
C 0.7882 6.0895 0.8516
C 2.9992 3.9521 1.0315
C 0.8488 3.7412 -1.1697
H -3.3231 6.2365 3.0534
H -1.6501 6.3587 2.5030
H -2.0275 5.5797 4.0521
H -4.1926 4.4600 0.2760
H -2.8395 3.4718 -0.2703
H -2.6339 5.2156 -0.0576
H -4.6259 3.6103 3.4908
H -3.3263 2.5089 3.9389
H -4.2500 2.2357 2.4513
H 0.1686 0.0911 4.6495
H -1.2519 1.0450 5.1251
H 0.1194 0.8782 6.2237
H 2.7324 1.5246 3.5580
H 2.8975 1.9569 5.2637
H 2.9927 3.2120 4.0292
H -0.8785 4.0980 5.6146
H 0.5326 4.9592 4.9662
H 0.6823 3.9877 6.4312
H 0.8300 6.3642 1.9073
H -0.2025 6.3319 0.4621
H 1.5142 6.7162 0.3221
H 3.2342 4.3318 2.0273
H 3.6710 4.4493 0.3242
H 3.2199 2.8832 1.0122
H -0.2031 3.8836 -1.4233
H 1.0803 2.6811 -1.3000
H 1.4458 4.3101 -1.8901

Forces on atoms 1 to 3 (eV/Å):
Fe -0.517 -0.264 -0.294
C -0.003 -0.022 -0.020
C 0.058 0.057 -0.029

## Properties
⟨S²⟩ ... 8.7750
Relative energy (zero: lowest compared OMol25 entry of this formula, charge and spin) ... 0.0 kcal per mole
Total energy ... -9700.2830 a.u.
F_max ... 0.65 eV Å⁻¹
Net charge ... +2
LUMO (alpha / beta) ... -4.607 / -7.113 eV
2S+1 ... 6
HOMO (alpha / beta) ... -12.777 / -12.806 eV
Kohn-Sham gap (alpha / beta) ... 8.17 / 5.69 eV

Atomic partial charges in e from the Löwdin method, atoms 1 to 2: Fe 0.4652; C -0.0144

Entry 2:
ORCA calculation (ωB97M-V/def2-TZVPD) on an isolated molecule of C7H17N.

Element x y z (Å)
C -1.2803 -1.5127 -2.8566
C -0.2513 -0.4858 -2.3180
C -1.0370 0.3471 -1.2975
C -1.0114 -0.1440 0.1718
C 0.4779 -0.3467 0.5321
N 0.6448 0.4816 1.7788
C 1.2523 -0.1706 2.9060
C 1.1104 1.8018 1.5748
H -1.7982 -2.1142 -2.0868
H -2.2370 -0.9244 -3.2854
H -0.9163 -2.1316 -3.6025
H 0.5823 -1.0335 -1.8860
H 0.4562 0.0339 -2.9348
H -0.5286 1.3008 -1.3988
H -2.1895 0.7236 -1.2389
H -1.4533 0.6867 0.7784
H -1.6533 -0.9998 0.5111
H 1.1879 -0.1169 -0.2613
H 0.8050 -1.3402 0.8140
H 1.9223 0.5889 3.5639
H 1.8816 -1.0817 2.7200
H 0.5253 -0.3695 3.6483
H 0.1819 2.4746 1.4252
H 1.6267 1.8715 0.4812
H 1.7014 2.4612 2.2612

Forces on atoms 1 to 3 (eV/Å):
C -2.682 2.668 -0.241
C -2.113 -2.094 0.769
C -1.713 1.582 1.518

## Properties
Relative energy (zero: lowest compared OMol25 entry of this formula, charge and spin) ... 94.6 kcal per mole
Total energy ... -331.5202 a.u.
F_max ... 5.44 eV Å⁻¹
LUMO ... 1.060 eV
HOMO ... -7.925 eV
Kohn-Sham gap ... 8.99 eV

Atomic partial charges in e from the Löwdin method, atoms 1 to 2: C -0.1111; C -0.2574

Entry 3:
ORCA calculation (ωB97M-V/def2-TZVPD) on a cluster of 2 separate species, C2H8N2O in total.

Element x y z (Å)
N 0.0965 -0.0246 -3.0789
C 0.2853 -0.8120 -1.9905
O -0.1287 -0.5727 -0.8799
H -0.3572 0.8706 -3.0007
H 0.5608 -0.2556 -3.9390
H 0.8535 -1.7205 -2.2357
C 0.3137 0.5681 3.3346
N -0.6541 0.7484 2.2621
H 1.1030 -0.1554 3.1080
H -0.1926 0.2208 4.2315
H 0.7904 1.5258 3.5455
H -0.2210 0.8504 1.3572
H -1.3403 0.0128 2.2182

Forces on atoms 1 to 3 (eV/Å):
N 0.134 -0.084 -0.073
C -0.158 0.234 -0.030
O 0.035 0.005 -0.017

## Properties
Relative energy (zero: lowest compared OMol25 entry of this formula, charge and spin) ... 21.1 kcal per mole
Total energy ... -265.7495 a.u.
F_max ... 0.47 eV Å⁻¹
LUMO ... 0.832 eV
HOMO ... -8.529 eV
Kohn-Sham gap ... 9.36 eV

Atomic partial charges in e from the Löwdin method, atoms 1 to 2: N 0.1159; C -0.4240

Entry 4:
ORCA calculation (ωB97M-V/def2-TZVPD) on a structure of composition C3H5I2N.

Element x y z (Å)
C -0.5300 0.3931 -0.9160
C -2.3548 -0.8433 0.5143
C -0.9722 -0.6055 -0.1661
N 0.0461 0.9750 -1.7839
I 4.8902 0.5230 0.9264
I 0.8376 -1.3473 0.8332
H -2.4304 -1.9015 0.6446
H -2.4817 -0.2924 1.5277
H -3.0689 -0.5929 -0.2536
H 5.4752 1.9129 0.5322
H 0.5888 1.7788 -1.8587

Forces on atoms 1 to 3 (eV/Å):
C -0.146 -1.121 0.625
C 1.888 1.096 0.297
C -0.154 0.455 1.651

## Properties
Relative energy (zero: lowest compared OMol25 entry of this formula, charge and spin) ... 26.0 kcal per mole
Total energy ... -767.3668 a.u.
F_max ... 2.20 eV Å⁻¹
LUMO ... -0.160 eV
HOMO ... -8.259 eV
Kohn-Sham gap ... 8.10 eV

Atomic partial charges in e from the Löwdin method, atoms 1 to 2: C -0.3570; C -0.1480

Entry 5:
ORCA calculation (ωB97M-V/def2-TZVPD) on a cluster of 19 separate species, C39H92BBrClNO23 in total.

Element x y z (Å)
C 4.0593 -1.2160 2.2112
C 2.8492 -0.3285 2.1156
C 1.5733 -0.9035 2.1116
C 0.4545 -0.0778 2.0363
C 0.5786 1.3044 1.9836
C 1.8338 1.8747 1.9779
C 2.9523 1.0620 2.0285
C 4.3080 1.7207 1.9566
C 4.8327 1.5838 0.4867
C 4.8954 2.8988 -0.2038
O 4.1490 3.1954 -1.0861
O 5.8746 3.7673 0.2142
C -0.6549 2.1066 1.9160
O -0.7824 3.1469 2.5213
C -1.7301 1.5127 1.0788
C -2.5483 2.3055 0.2681
C -2.3894 3.7961 0.1828
C -2.6995 4.3631 -1.2104
C -2.0926 5.7720 -1.3278
Cl -0.7349 5.8246 -2.4895
C -3.5141 1.6533 -0.4942
C -3.6259 0.2788 -0.4334
Br -4.9566 -0.5824 -1.4867
C -2.8250 -0.5343 0.3469
B -2.9898 -2.1119 0.3638
N -3.7781 -2.8513 1.3141
O -2.2898 -2.8135 -0.5965
C -1.8633 0.1176 1.1185
C -0.9251 -0.6351 2.0065
O -1.2544 -1.5914 2.6632
H 3.7732 -2.1416 2.6925
H 4.8262 -0.7769 2.8403
H 4.4724 -1.4519 1.2335
H 1.4297 -1.9694 2.1697
H 1.9157 2.9480 1.9116
H 5.0142 1.2654 2.6365
H 4.1683 2.7745 2.1722
H 4.1415 0.9801 -0.0852
H 5.7977 1.0827 0.4823
H 5.4339 4.4840 0.6876
H -1.3630 4.0615 0.3995
H -3.0131 4.3083 0.9101
H -2.2561 3.7381 -1.9762
H -3.7672 4.4843 -1.3610
H -2.8424 6.4944 -1.6172
H -1.6824 6.0875 -0.3747
H -4.1672 2.2214 -1.1361
H -4.4878 -2.2929 1.7724
H -3.1519 -3.2492 2.0054
H -2.8592 -3.4879 -0.9809
C 6.6815 0.8073 5.5699
O 6.3424 0.3523 4.2662
H 5.9100 0.4592 6.2528
H 7.6463 0.4017 5.8844
H 6.7221 1.8991 5.6081
H 7.0371 0.6614 3.6695
C 4.4302 -5.3533 3.9979
O 4.4127 -3.9672 4.3502
H 4.1246 -5.4358 2.9554
H 5.4402 -5.7600 4.1134
H 3.7377 -5.9262 4.6212
H 4.6923 -3.8932 5.2660
C 9.4913 -0.7488 2.8463
O 9.0437 0.5904 3.0908
H 9.4053 -1.3069 3.7722
H 8.8718 -1.2301 2.0884
H 10.5346 -0.7488 2.5225
H 9.1210 1.0806 2.2674
C -7.4950 -0.3977 1.8406
O -6.1763 -0.8465 2.1566
H -8.1170 -1.2773 1.7009
H -7.9056 0.2050 2.6526
H -7.4898 0.1875 0.9186
H -5.6234 -0.0672 2.2775
C 1.8312 -5.6661 0.4732
O 3.1109 -5.5676 1.1047
H 1.0822 -5.3312 1.1881
H 1.7875 -5.0413 -0.4136
H 1.6223 -6.7010 0.1947
H 3.7650 -5.8707 0.4693
C -5.2793 -3.8187 4.5156
O -5.6712 -2.4653 4.7276
H -5.3295 -4.3366 5.4695
H -5.9486 -4.3126 3.8072
H -4.2540 -3.8643 4.1395
H -5.6154 -2.0130 3.8769
C -1.0650 2.2118 6.0617
O -1.9042 1.7740 5.0023
H -1.4502 1.7851 6.9846
H -0.0362 1.8690 5.9168
H -1.0736 3.3021 6.1452
H -1.5604 2.1532 4.1880
C -4.0403 1.6422 -5.3497
O -3.7561 1.4564 -3.9571
H -4.3490 2.6737 -5.4985
H -3.1466 1.4489 -5.9440
H -4.8439 0.9725 -5.6623
H -3.4840 0.5427 -3.8378
C 10.3892 -4.6632 2.6610
O 9.2057 -3.9741 3.0536
H 11.0040 -3.9651 2.0986
H 10.9521 -5.0072 3.5324
H 10.1531 -5.5188 2.0234
H 8.6599 -4.5883 3.5514
C -9.2564 -1.1057 5.2447
O -8.1092 -1.4930 5.9785
H -10.0885 -1.0295 5.9414
H -9.1140 -0.1306 4.7665
H -9.5079 -1.8482 4.4793
H -7.3635 -1.5678 5.3657
C -1.1246 3.6209 -5.4166
O -1.5495 3.2006 -6.7166
H -1.8804 3.3143 -4.6977
H -0.1717 3.1500 -5.1600
H -1.0169 4.7064 -5.3875
H -0.8715 3.4748 -7.3400
C -4.2792 -1.9837 -7.2162
O -5.4452 -1.2794 -6.7916
H -3.6590 -1.2903 -7.7759
H -3.7155 -2.3555 -6.3552
H -4.5460 -2.8197 -7.8663
H -5.9955 -1.8929 -6.2984
C -5.9214 7.7908 -2.9275
O -4.5688 7.5175 -2.5679
H -6.4521 6.8429 -2.9496
H -6.3972 8.4471 -2.1948
H -5.9773 8.2512 -3.9165
H -4.0966 8.3548 -2.5509
C 0.0993 -5.9137 -3.5539
O 0.8364 -5.2568 -2.5326
H 0.5363 -6.8987 -3.6950
H -0.9513 -6.0356 -3.2686
H 0.1542 -5.3640 -4.4974
H 0.4459 -4.3841 -2.4050
C 5.4594 4.9163 -3.9062
O 4.2920 5.6126 -3.4929
H 6.1140 5.6199 -4.4146
H 5.9799 4.5008 -3.0397
H 5.2005 4.1040 -4.5944
H 3.7264 4.9812 -3.0361
C -2.9596 0.5098 -10.1429
O -3.3398 -0.8225 -10.4815
H -2.1929 0.4483 -9.3748
H -2.5495 1.0337 -11.0101
H -3.8090 1.0730 -9.7485
H -4.0188 -0.7687 -11.1586
C 4.7196 2.9736 -7.5598
O 4.0466 4.2128 -7.3729
H 4.7690 2.7844 -8.6289
H 5.7373 3.0139 -7.1609
H 4.1778 2.1534 -7.0804
H 4.0025 4.3791 -6.4266
C -3.1918 -6.5624 6.9892
O -3.6201 -7.0696 5.7287
H -3.9385 -6.8450 7.7264
H -2.2285 -6.9903 7.2788
H -3.1102 -5.4723 6.9682
H -2.9607 -6.8194 5.0765

Forces on atoms 1 to 3 (eV/Å):
C -0.316 0.075 0.250
C -0.428 -0.404 -0.078
C -0.061 0.855 0.126

## Properties
Relative energy (zero: lowest compared OMol25 entry of this formula, charge and spin) ... 0.0 kcal per mole
Total energy ... -6385.3537 a.u.
F_max ... 1.09 eV Å⁻¹
LUMO ... -0.623 eV
HOMO ... -9.083 eV
Kohn-Sham gap ... 8.46 eV

Atomic partial charges in e from the Löwdin method, atoms 1 to 2: C -0.0096; C -0.1746

Entry 6:
ORCA calculation (ωB97M-V/def2-TZVPD) on a structure of composition C7H18AsNO3RuS5.

Element x y z (Å)
Ru -0.6372 0.1200 2.0490
S -1.6200 -1.2740 3.5316
S -0.0702 -2.5687 4.1438
S 1.4462 -1.2486 4.5417
S 1.4036 -0.0795 2.8199
C 0.6789 -3.0532 0.0841
As -0.3625 -2.8730 -1.5333
C -0.2694 -0.9911 -1.9602
C 0.7519 -3.7110 -2.8809
S -2.2636 -3.7057 -1.4893
H 1.7302 -3.1320 -0.1953
H 0.3654 -3.9309 0.6419
H 0.5422 -2.1493 0.6756
H 0.6995 -0.7848 -2.4153
H -0.3769 -0.3936 -1.0529
H -1.0739 -0.7589 -2.6548
H 1.7374 -3.2454 -2.9048
H 0.2598 -3.6098 -3.8468
H 0.8380 -4.7681 -2.6349
C 1.5783 2.7301 -0.5319
C 0.2515 2.4587 0.1839
C -0.9096 2.7679 -0.7699
C 0.1514 3.3576 1.4191
O 0.2401 1.1014 0.5302
H 1.6834 3.7820 -0.8107
H 1.6403 2.1212 -1.4366
H 2.4042 2.4523 0.1251
H -0.8522 3.7893 -1.1571
H -1.8664 2.6483 -0.2589
H -0.8839 2.0735 -1.6121
H 0.1247 4.4130 1.1317
H 1.0073 3.1978 2.0776
H -0.7585 3.1298 1.9779
O -2.3294 -0.0840 0.7457
N -2.9655 0.8615 1.2555
O -2.2951 1.3571 2.2117

Forces on atoms 1 to 3 (eV/Å):
Ru -0.398 -0.052 -0.387
S 0.296 -0.337 0.391
S -0.179 0.239 -0.123

## Properties
⟨S²⟩ ... 0.7634
Relative energy (zero: lowest compared OMol25 entry of this formula, charge and spin) ... 0.0 kcal per mole
Total energy ... -4879.6256 a.u.
F_max ... 0.59 eV Å⁻¹
Net charge ... -1
LUMO (alpha / beta) ... 2.195 / 2.326 eV
2S+1 ... 2
HOMO (alpha / beta) ... -4.720 / -4.852 eV
Kohn-Sham gap (alpha / beta) ... 6.92 / 7.18 eV

Atomic partial charges in e from the Löwdin method, atoms 1 to 2: Ru 0.7468; S -0.0153

Entry 7:
ORCA calculation (ωB97M-V/def2-TZVPD) on the ion C5H12N with charge +1.

Element x y z (Å)
C 0.9612 2.0673 -1.1613
N 1.3762 0.9897 -0.6594
C 1.0053 0.4547 0.6613
C 0.5545 -0.9785 0.5703
C -0.7348 -1.2908 -0.1824
C -1.9855 -0.6735 0.4061
H 1.2339 2.5047 -2.1173
H 0.3688 2.7460 -0.5652
H 1.9671 0.3281 -1.1619
H 0.1193 1.0327 0.9783
H 1.6441 0.7793 1.4719
H 0.6352 -1.5354 1.4971
H 1.3173 -1.5128 -0.0295
H -0.8033 -2.3607 -0.1938
H -0.6417 -1.0612 -1.2509
H -2.9144 -1.1385 0.0850
H -1.9811 -0.7328 1.4918
H -2.1220 0.3818 0.1601

Forces on atoms 1 to 3 (eV/Å):
C 0.130 1.395 -0.024
N 0.352 -0.938 0.343
C -2.709 1.259 1.142

## Properties
Relative energy (zero: lowest compared OMol25 entry of this formula, charge and spin) ... 35.7 kcal per mole
Total energy ... -252.1743 a.u.
F_max ... 3.20 eV Å⁻¹
Net charge ... +1
LUMO ... -5.231 eV
HOMO ... -15.403 eV
Kohn-Sham gap ... 10.17 eV

Atomic partial charges in e from the Löwdin method, atoms 1 to 2: C 0.1935; N 0.0726

Entry 8:
ORCA calculation (ωB97M-V/def2-TZVPD) on a structure of composition BrH15O7.

Element x y z (Å)
O 53.0040 2.1630 43.8070
H 53.3200 2.9090 43.2630
H 53.1520 1.4940 42.9730
H 52.1200 2.0150 43.9050
Br 52.4380 1.7440 40.2540
O 51.5040 1.0640 37.1010
H 50.8740 1.7030 37.0840
H 51.5960 1.0550 38.0040
O 53.5990 0.1350 42.7150
H 54.3210 0.8200 42.7780
H 53.3010 0.3220 41.7270
O 54.6130 2.4710 38.8550
H 53.8310 2.1700 39.3280
H 54.1230 2.6660 38.0210
O 51.1160 5.0530 39.0040
H 51.5320 4.2470 39.2640
H 50.4840 5.2570 39.8020
O 53.4750 -0.8910 39.8890
H 53.8300 -0.6890 39.0350
H 52.5670 -0.9930 39.7260
O 49.0550 2.4180 41.4590
H 49.7860 2.0240 40.9610
H 49.2690 3.3000 41.4340

Forces on atoms 1 to 3 (eV/Å):
O 4.795 0.915 -1.419
H -1.103 1.202 0.597
H -0.404 -2.027 1.019

## Properties
Relative energy (zero: lowest compared OMol25 entry of this formula, charge and spin) ... 38.5 kcal per mole
Total energy ... -3109.5504 a.u.
F_max ... 5.08 eV Å⁻¹
LUMO ... -1.059 eV
HOMO ... -9.497 eV
Kohn-Sham gap ... 8.44 eV

Atomic partial charges in e from the Löwdin method, atoms 1 to 2: O 0.2359; H 0.1691